The following is a DFT calculation (ωB97M-V with the def2-TZVPD basis set) of 3 unconnected molecules or ions with the total composition C14H28N2O3P in a non-equilibrium geometry.

Structure (XYZ):
```
48
Properties=species:S:1:pos:R:3:forces:R:3:lowdin_charge:R:1
H -5.794917 -2.346983 0.054323 -0.0071 -0.0662 -0.0649 0.091
H -1.803135 0.840471 1.190375 -0.2647 0.0529 -0.1786 -0.045
H 2.971714 1.715794 0.311496 -0.2538 -0.0432 -0.0661 0.136
H -0.891217 -2.099139 -0.006636 0.1957 -0.0360 -0.0283 -0.011
O 2.314293 -1.181326 0.400136 0.4959 0.0251 0.2217 0.020
H 1.192777 3.293992 0.968178 -0.0166 0.0767 0.0144 0.057
H -6.882093 -0.871753 1.718174 -0.0390 -0.1638 -0.0371 0.083
O -3.014426 1.023840 -1.237167 -0.0932 -0.2138 0.1505 -0.127
H 1.929142 -5.032418 -1.255848 0.0952 -0.1114 0.0001 0.078
H 0.493571 0.061291 -0.439063 -0.2215 0.0160 -0.4645 -0.049
H 4.042411 5.020351 -0.945009 -0.0919 0.0575 0.0077 0.075
C -5.474075 -1.317749 0.145751 -0.0234 0.0597 0.0471 -0.108
H 2.541772 4.679390 -1.840756 0.0095 0.0738 0.0729 0.081
H 4.471866 -3.300097 1.094691 0.0365 -0.0604 -0.0707 0.076
O 4.151155 2.032385 -1.763226 0.0855 0.1184 -0.0188 0.009
H 3.350124 -4.875942 -0.210976 0.0161 0.0188 0.0030 0.065
C -5.674645 0.825206 1.232829 0.2955 -0.5506 -0.5684 -0.100
C 2.276828 -4.723724 -0.266680 -0.3546 0.2319 0.0237 -0.092
N 2.940545 2.683953 0.017953 0.2808 0.0495 -0.1461 0.028
H -1.935568 -0.759050 -1.530327 -0.1769 -0.0961 0.1192 0.048
C 2.769901 -2.292458 0.231188 -0.1665 0.0880 -0.0216 -0.542
H -0.327560 -1.689513 1.658791 0.2043 -0.0567 -0.0543 -0.001
H 1.792006 -5.357940 0.480143 0.0946 -0.1073 -0.0279 0.078
N 1.935003 -3.338644 -0.033475 0.1453 -0.0960 -0.0303 0.015
C -4.017817 0.477335 -0.503575 0.2572 0.1241 0.1560 -0.320
H -6.130908 1.468534 1.969299 -0.0638 0.0650 0.0850 0.090
H 2.248169 4.629583 0.460075 0.0586 -0.0257 -0.0700 0.065
C 3.580458 2.923150 -1.147345 -0.0568 -0.1452 0.0607 -0.562
H -0.448277 1.894603 0.038858 -0.0671 0.0422 -0.2978 -0.072
H 0.960621 -3.069989 -0.057430 -0.0111 0.0366 0.0580 0.104
C -4.637133 1.294680 0.443131 -0.3828 0.1381 0.1345 -0.028
C -6.089418 -0.500117 1.082745 -0.0705 0.2961 0.2045 -0.129
H 4.115309 4.384185 -2.595440 0.0148 -0.0826 0.0052 0.073
H -4.286975 2.306892 0.572606 0.2041 0.0595 -0.0971 0.112
H -2.018160 -1.526007 1.201233 -0.0875 0.1199 -0.0052 0.001
C 2.229371 3.622871 0.865048 -0.0522 -0.5199 0.1237 -0.082
H -1.180346 0.708712 -2.063623 -0.0189 0.2644 0.0141 0.063
P -0.672639 0.447908 0.333971 0.2573 0.0485 0.9815 0.315
C -4.444340 -0.841695 -0.657908 -0.0892 0.2878 0.2330 -0.027
H -3.956472 -1.475421 -1.380565 0.0267 -0.1165 -0.0469 0.105
C -1.765701 0.284056 -1.246836 0.2145 0.0650 -0.3988 -0.356
C 3.564951 4.348257 -1.659718 0.0185 0.0134 -0.0935 -0.024
H 4.618009 -2.974251 -0.651068 0.0348 -0.0725 0.0478 0.078
C 4.255168 -2.582743 0.300761 0.0085 0.0173 -0.0038 -0.016
H 0.215743 0.626923 1.514619 0.0260 -0.0246 0.0051 -0.076
H 2.699986 3.623067 1.851123 -0.1033 0.1832 0.0504 0.078
C -0.990449 -1.406151 0.839847 -0.2899 -0.0906 -0.0134 -0.331
H 4.775378 -1.654318 0.515325 -0.0735 0.0495 -0.0155 0.078
```
Forces are in eV/Å.

Summary:
* frontier orbital gap: 6.09 eV
* E_LUMO: 0.107 Ha
* E_tot: -33381.2714 eV
* charge: -1



The following is a DFT calculation (ωB97M-V with the def2-TZVPD basis set) of a molecular structure, C30H51MnN2O2P2 in a non-equilibrium geometry.

Structure (XYZ):
```
88
Properties=species:S:1:pos:R:3:forces:R:3:mulliken_spin:R:1
C 2.880227 2.619266 0.608544 0.0626 -0.1204 -0.1881 0.002
C 2.473361 0.713409 -2.429019 -0.9910 0.7591 -0.3632 0.156
C -1.431431 -0.332592 2.325857 -2.5143 -1.0411 0.2820 -0.183
C -1.655450 0.268458 -1.626735 -0.1372 -3.0278 2.8400 0.059
H -3.819556 1.323698 -2.396920 -0.1965 0.2736 0.2480 -0.001
H 0.972684 -5.295356 0.260203 -0.4020 0.0598 0.0141 0.000
H 1.741688 -2.645642 4.770004 -0.0304 0.3362 -0.2908 0.000
H -3.928079 0.874861 -4.065712 0.1334 -0.2433 -0.2836 0.000
C 0.812902 -3.159674 2.907632 -0.0542 -0.2299 0.1785 0.025
H 0.956561 -3.525090 -1.635452 -0.2825 0.0390 0.0583 0.002
C 1.507670 -2.119381 3.829269 -0.3257 -0.2228 -0.3590 0.010
H -2.240984 -2.362311 0.010372 0.0479 -0.4492 0.1679 -0.005
H -0.268400 1.344074 -4.008066 0.3437 -0.0315 -0.0166 0.001
H -2.860821 1.585015 0.289386 -0.0043 0.1501 0.1334 0.002
H -2.497686 5.132605 1.103429 0.2522 -0.0929 0.0337 0.000
H -1.240173 -2.647502 3.502797 0.2605 -0.4797 0.1045 0.001
C -1.648233 -0.968500 -3.709583 0.2062 -0.6506 0.1341 0.005
C 3.364481 -0.325886 -2.518091 0.4584 -0.3578 1.2531 -0.030
O 0.138441 1.197465 3.454595 -1.3001 -1.0139 -1.6176 0.060
C 3.361207 -1.296630 -1.502256 0.1439 -0.1630 -0.2736 0.142
H 3.165278 2.358484 -0.416541 -0.0485 0.0449 0.2452 0.000
H 2.446091 1.448360 -3.214590 0.1797 0.3624 -0.1235 -0.006
O -2.498683 -0.632045 2.813040 1.1217 0.1385 -0.6405 0.138
H 1.895651 -4.718566 3.891861 0.0875 -0.0244 -0.3362 -0.001
H 2.514788 -3.369627 0.082841 -0.0808 0.1204 0.0423 -0.005
C 2.223288 -2.411684 0.529537 0.8439 0.8327 -1.3846 0.013
H -3.959773 -0.389948 -2.776817 -0.2086 0.3058 -0.1969 -0.001
H 2.781913 1.695750 1.197446 0.1158 0.2566 -0.0584 0.002
H 2.719079 -4.130298 2.418237 -0.2472 -0.2029 0.2310 0.000
C -1.507481 4.652986 1.128718 -0.0795 -0.1650 -0.2105 0.009
H 4.156008 -0.337559 -3.262738 -0.3514 -0.0129 -0.0790 0.001
C -1.582882 3.382585 0.255476 0.8770 0.1712 -0.0892 0.039
C -1.949795 -3.389259 0.277046 -0.1796 0.1138 -0.0094 0.021
C 1.491252 4.018911 2.097887 0.0574 0.0910 0.0529 0.028
C -1.338901 1.478002 -3.963177 -0.1431 0.0030 0.2347 0.012
N -1.603612 -0.298058 -0.564483 -0.5309 2.9909 -5.5563 -0.033
H -0.610606 -5.694259 -0.438397 0.1745 0.2288 0.2382 0.001
H -0.485758 -5.438147 1.304994 0.1940 0.1269 -0.3325 0.000
H 0.374541 2.471706 -2.161930 0.0696 -0.2870 0.2556 -0.096
H 1.205344 3.207602 2.790208 0.2404 0.3837 -0.1567 -0.010
H 0.859121 -1.263173 4.045745 0.1880 -0.1524 -0.0166 0.003
C 2.348161 -1.288167 -0.558571 -0.4508 0.3609 0.7532 -0.045
H -0.569825 -1.102324 -3.713341 0.2008 -0.0549 -0.0042 0.000
C -1.867420 3.701157 -1.201905 -0.3452 0.4787 -0.0352 0.019
H -2.270947 -3.574216 1.313405 0.0604 0.0182 -0.3881 0.001
H -0.247912 -2.209423 -1.614360 0.0728 -0.3570 0.0843 0.002
H 1.308063 -5.226593 2.288326 0.2705 0.2756 0.3221 0.000
H -1.568251 2.465070 -3.595556 0.0164 0.3588 -0.0226 -0.002
H -2.609222 2.340379 1.878820 -0.0610 -0.0131 -0.1795 0.000
Mn -0.194570 -0.286338 0.839234 -0.5212 0.5745 1.1659 3.759
H 2.443476 -1.759516 3.384256 -0.1160 0.0057 0.2126 -0.004
H 2.487111 4.404939 2.371566 -0.4449 0.0098 0.1404 0.002
H 1.560144 4.140400 -1.422492 0.1044 0.1346 0.0188 0.001
C -0.107087 -5.085945 0.335101 -0.1083 -0.3242 -0.2960 -0.004
P 0.543815 -2.438117 1.207921 -0.2995 -1.2065 0.3534 -0.017
H -2.497411 -4.076784 -0.399400 0.2617 0.2555 0.3963 0.000
C -2.005448 0.399950 -3.114585 -0.2814 -0.3480 -0.0947 0.025
H -0.769298 5.376279 0.761976 -0.2870 -0.1807 0.2007 0.000
C 1.742164 -4.393060 2.851571 -0.2124 0.0314 0.1536 0.001
C -0.438815 -3.608481 0.082673 0.2261 -0.2513 -0.0829 0.001
H -1.285584 4.378341 2.169455 -0.0989 0.2084 -0.2970 -0.003
H -2.062070 2.767024 -1.743472 -0.0640 0.3974 0.0638 -0.010
N 1.442510 -0.285673 -0.522612 0.3759 1.6871 -0.0997 0.116
H -2.759448 4.346634 -1.239571 0.0940 -0.2933 -0.1763 -0.001
H 3.695024 3.231916 1.018699 -0.1448 -0.2434 -0.0185 -0.001
C -0.360367 0.548046 2.527246 3.0555 1.8735 2.4672 0.011
H 2.962292 -2.225093 1.329322 -0.4052 0.1377 -0.2701 0.008
H -0.738362 -3.864366 -2.050638 0.1854 0.1443 0.2182 0.000
C -2.738106 2.537710 0.808515 0.0735 -0.1009 0.1140 0.030
C -0.085485 -3.273619 -1.388179 0.0654 0.1125 0.1441 0.004
H -1.731767 1.404970 -4.982770 0.0125 -0.1184 0.2264 0.000
P 0.080398 2.409081 0.308310 -0.3044 0.1739 1.5957 0.112
H -0.384453 -3.808923 4.575529 -0.2174 0.0897 -0.4404 0.000
H -1.042071 -4.363123 3.000732 0.1945 0.3543 0.2982 0.001
C 1.523331 0.855696 -1.379770 0.6765 -3.8299 -0.0294 -0.053
C 1.645460 4.576338 -0.427411 0.2808 -0.5389 0.9664 0.011
H 0.853580 5.315742 -0.278037 0.3266 -0.0586 -0.1085 0.001
H -1.990617 -1.118090 -4.742051 -0.1058 0.4873 0.2526 0.001
C 1.610615 3.465491 0.670847 -0.7917 0.7268 -0.2930 0.166
C 0.571914 1.888837 -1.253732 0.1423 0.2597 -1.7690 0.492
H 0.748291 4.824453 2.178452 0.4690 -0.2767 0.0167 -0.001
H -1.059870 4.253204 -1.698193 -0.0756 -0.1472 0.0836 0.002
C -3.529076 0.563094 -3.106948 -0.1581 -0.2385 0.5624 0.006
H -3.666757 3.114999 0.676269 0.2370 -0.1377 0.0777 0.001
H 4.112603 -2.078343 -1.431139 -0.1051 0.1121 -0.2780 0.001
H -2.079069 -1.774961 -3.110831 0.0087 0.0687 -0.0512 -0.001
H 2.627014 5.028279 -0.329605 0.0905 0.5193 -0.1885 0.003
C -0.559904 -3.518908 3.522295 0.1467 0.0426 0.0696 0.002
```
Forces are in eV/Å.

Summary:
* 2S+1: 6
* frontier orbital gap (alpha / beta): 6.30 / 5.57 eV
* E_LUMO (alpha / beta): -0.097 / -0.173 Ha
* E_tot: -88901.0962 eV
* charge: +1